[1]
DFT (wB97M-V/def2-TZVPD) results for a molecular structure, C29H48NO18PS in a non-equilibrium geometry.

The HOMO-LUMO gap is 8.808 eV.

Last column: Löwdin charge in e.
Element x y z (Å)
C 1.208922 5.600171 4.294586  -0.23
P 1.999033 4.016217 3.704264  0.85
O 0.770252 3.141257 2.934298  -0.28
O 3.072409 4.444775 2.407694  -0.58
S 4.613187 4.772531 2.967026  0.92
O 4.513639 5.110835 4.416446  -0.48
O 5.414793 3.288739 2.980187  -0.40
N 4.641904 2.196527 3.389884  -0.02
H 1.680340 5.817407 5.257734  0.04
H 0.132617 5.467498 4.454052  0.04
H 1.426883 6.397231 3.571379  0.04
H 1.026821 2.237207 3.091426  0.02
H 4.108037 2.386970 4.230157  0.05
H 4.074717 1.818482 2.637548  0.06
O 2.753466 -0.175868 0.448278  0.12
C 3.509168 0.575178 -0.096038  -0.47
O 4.263103 1.482343 0.572386  -0.01
C 4.976660 2.307657 -0.371615  -0.14
C 5.034047 1.487966 -1.645210  -0.15
C 3.737136 0.699625 -1.579682  -0.07
H 4.425016 3.241834 -0.502245  0.13
H 5.966603 2.534537 0.020188  0.13
H 5.133596 2.094978 -2.543016  0.11
H 5.882399 0.800349 -1.606393  0.12
H 2.905123 1.251547 -2.019170  0.12
H 3.831074 -0.280145 -2.041264  0.13
O -3.817279 -0.335309 -0.189479  0.09
C -2.688359 -0.714203 -0.016690  -0.50
O -1.601157 0.049165 -0.257827  0.03
C -0.402320 -0.731851 -0.050383  -0.16
C -0.824488 -1.864307 0.864232  -0.14
C -2.272452 -2.085881 0.451594  -0.07
H -0.051777 -1.087951 -1.009998  0.09
H 0.368427 -0.109244 0.396291  0.10
H -0.197361 -2.749109 0.769990  0.12
H -0.785535 -1.534482 1.905746  0.12
H -2.356874 -2.782575 -0.382637  0.13
H -2.889917 -2.415533 1.283668  0.11
O -4.796724 -4.429754 1.804908  0.12
C -5.086389 -4.063570 2.904622  -0.50
O -4.972977 -4.846846 4.004279  0.03
C -5.501018 -4.156401 5.148663  -0.16
C -5.444586 -2.683799 4.787015  -0.16
C -5.658764 -2.717735 3.280432  -0.08
H -6.523001 -4.503276 5.321857  0.13
H -4.897296 -4.392790 6.022937  0.12
H -6.174201 -2.080388 5.325266  0.12
H -4.451692 -2.285960 5.007799  0.12
H -6.717664 -2.700490 3.016720  0.13
H -5.130027 -1.915342 2.771184  0.12
O -9.357466 -2.232416 -3.977953  0.12
C -8.352276 -1.836009 -3.468644  -0.49
O -8.141196 -0.533905 -3.152577  0.03
C -6.801731 -0.363608 -2.656684  -0.15
C -6.382372 -1.736628 -2.172279  -0.16
C -7.133837 -2.658616 -3.121471  -0.07
H -6.171585 0.000362 -3.474235  0.12
H -6.800388 0.375509 -1.858431  0.13
H -5.305397 -1.883473 -2.175262  0.09
H -6.736929 -1.894179 -1.152508  0.13
H -6.569915 -2.854408 -4.035843  0.12
H -7.418863 -3.593591 -2.646690  0.13
O 8.289308 -3.013732 4.805354  0.12
C 7.700796 -1.992354 5.002731  -0.50
O 6.500592 -1.705405 4.445965  0.03
C 6.111933 -0.362167 4.790444  -0.17
C 6.891919 -0.034622 6.049459  -0.16
C 8.172458 -0.831883 5.846809  -0.08
H 6.366047 0.298499 3.961736  0.11
H 5.036439 -0.324546 4.951085  0.12
H 7.051339 1.033828 6.189584  0.12
H 6.359436 -0.412575 6.925445  0.12
H 8.919946 -0.269397 5.284626  0.13
H 8.591163 -1.182390 6.786463  0.12
O -1.123574 -1.848942 -2.636127  0.13
C -1.740837 -1.587890 -3.626710  -0.45
O -1.383215 -2.011399 -4.861867  0.04
C -2.264705 -1.439287 -5.842745  -0.15
C -3.524034 -1.071922 -5.080272  -0.15
C -2.973066 -0.723500 -3.704386  -0.06
H -1.775302 -0.565265 -6.281587  0.12
H -2.451663 -2.168328 -6.628888  0.13
H -4.090487 -0.267572 -5.547996  0.12
H -4.179129 -1.943204 -5.003911  0.11
H -2.674807 0.324460 -3.636923  0.14
H -3.669671 -0.969197 -2.909264  0.09
O 2.803961 3.333585 -3.438475  0.12
C 2.494184 2.788709 -4.457072  -0.49
O 3.296285 1.905421 -5.096613  0.03
C 2.690297 1.509068 -6.339090  -0.15
C 1.208870 1.785154 -6.163683  -0.16
C 1.217073 2.991629 -5.234726  -0.07
H 3.131521 2.101304 -7.144558  0.13
H 2.897966 0.456690 -6.522699  0.13
H 0.688625 1.954185 -7.105572  0.12
H 0.731715 0.939111 -5.662832  0.11
H 1.285893 3.932132 -5.784156  0.13
H 0.357168 3.004548 -4.570064  0.13

Force components x, y, z for each atom (eV/Å):
0.225 -0.403 -1.147
-0.548 -1.442 1.106
0.946 2.106 0.122
0.399 0.192 1.029
0.076 0.325 1.711
-0.285 -0.390 -2.300
-1.372 0.654 -0.606
0.376 -1.238 0.665
0.085 -0.048 -0.269
0.223 -0.005 -0.240
-0.285 0.004 0.317
-0.026 -0.668 -0.069
0.073 0.448 -0.086
0.132 0.508 -0.223
0.065 0.026 0.502
-0.381 -0.097 -0.315
-0.080 -0.128 -0.056
0.272 0.342 -0.140
0.156 -0.021 -0.335
0.521 0.023 -0.112
-0.055 -0.073 0.006
-0.128 -0.065 0.234
-0.077 0.069 0.078
-0.010 0.041 0.039
-0.030 -0.054 0.032
-0.297 -0.029 0.046
0.051 0.312 -0.127
-0.105 -0.212 -0.239
-0.323 -0.074 0.064
0.536 0.124 0.297
0.033 -0.224 0.116
0.363 0.035 0.448
0.001 0.012 -0.016
-0.193 0.191 -0.052
0.024 0.065 -0.070
0.025 -0.020 -0.030
-0.112 0.007 0.024
-0.228 -0.102 -0.240
0.207 -0.244 0.008
-0.251 0.067 -0.379
0.062 0.037 -0.011
-0.059 0.002 0.279
-0.067 0.292 0.061
0.233 0.206 0.482
0.022 0.003 -0.036
0.035 -0.175 -0.119
-0.004 -0.077 0.017
-0.033 -0.025 0.019
0.042 0.022 -0.110
-0.173 -0.072 -0.253
-0.193 0.225 0.043
-0.075 -0.287 -0.354
-0.014 -0.038 0.015
0.181 0.157 0.132
0.177 -0.265 0.097
0.212 0.211 0.481
-0.042 -0.014 -0.010
-0.139 0.053 -0.104
-0.029 0.042 0.097
0.083 0.042 -0.003
-0.095 -0.088 -0.027
-0.066 -0.089 -0.269
-0.177 -0.187 -0.098
0.372 -0.085 -0.124
0.018 -0.068 0.132
-0.056 0.183 -0.037
0.079 0.190 0.234
-0.411 0.240 0.308
-0.053 -0.029 0.013
0.005 -0.172 -0.182
-0.046 -0.014 -0.083
0.005 0.020 -0.031
0.065 -0.083 0.030
0.241 -0.077 -0.160
0.108 -0.461 -0.335
0.021 0.337 0.298
0.017 -0.023 0.073
-0.121 0.011 -0.285
-0.283 0.142 0.018
-0.372 -0.204 -0.466
0.001 -0.013 0.038
0.196 -0.067 0.071
0.065 -0.019 -0.043
0.031 0.016 -0.039
0.002 -0.026 0.170
0.223 0.239 0.234
0.249 -0.173 0.161
-0.062 0.444 0.049
-0.034 -0.021 0.097
0.002 -0.190 -0.283
-0.302 0.006 -0.095
-0.208 -0.477 -0.211
-0.002 0.015 0.050
0.165 0.051 0.134
0.087 -0.003 -0.012
0.043 0.003 -0.027
-0.023 0.046 0.105
0.091 0.278 0.078

=====

[2]
DFT (wB97M-V/def2-TZVPD) results for 3 unconnected molecules or ions with the total composition C29H48O8 in a non-equilibrium geometry.

The HOMO-LUMO gap is 8.346 eV. The SMILES is CCCCc1cc(C[C@@H](C)O)c2c(c1)C(=O)C(COCCC)=CC2=O.COCCOC.COCCOC. For the relative energy (zero: lowest compared OMol25 entry of this formula, charge and spin), the calculation gives 0.0 kcal/mol.

Last column: Löwdin charge in e.
Element x y z (Å)
C 3.163182 3.532589 -0.012324  -0.12
C 2.966861 2.186210 -0.723577  -0.27
C 1.883211 2.234314 -1.810852  -0.20
C 1.791547 0.922952 -2.653537  -0.13
C 1.034434 -0.102576 -1.839596  -0.21
C 1.595232 -0.847878 -0.834641  0.02
C 0.879396 -1.752776 -0.079252  -0.14
C 1.598937 -2.513018 1.021998  -0.07
C 1.957216 -3.979120 0.623423  -0.40
C 1.697074 -4.919168 1.819437  -0.05
O 1.317186 -4.376342 -0.575676  -0.04
C -0.465882 -1.910777 -0.333026  -0.04
C -1.033323 -1.153416 -1.357881  -0.08
C -0.315343 -0.274260 -2.104002  0.04
C -2.516968 -1.339793 -1.575973  -0.26
O -3.049154 -1.345896 -2.669166  0.13
C -3.287755 -1.565084 -0.299444  -0.12
C -4.658489 -0.923925 -0.145902  -0.14
O -4.471676 0.485521 -0.049431  -0.12
C -3.767237 0.855597 1.116560  -0.26
C -4.022195 2.322981 1.482141  -0.21
C -3.215834 2.608937 2.764983  -0.12
C -2.753754 -2.284333 0.678632  0.08
C -1.367835 -2.834433 0.465458  -0.28
O -0.999148 -3.907352 0.897304  0.10
H 2.382462 3.747485 0.723098  0.07
H 3.202994 4.375644 -0.713585  0.07
H 4.126952 3.526384 0.508727  0.07
H 2.695427 1.441694 0.030703  0.09
H 3.915362 1.907162 -1.199761  0.11
H 0.907127 2.403732 -1.335097  0.12
H 2.059780 3.109591 -2.448841  0.11
H 2.800671 0.588226 -2.910672  0.12
H 1.224362 1.192026 -3.547921  0.11
H 2.649841 -0.692737 -0.620202  0.13
H 2.543243 -1.991947 1.208641  0.12
H 0.998420 -2.450769 1.933933  0.12
H 3.043183 -3.978541 0.440604  0.13
H 0.864359 -4.556712 2.424235  0.06
H 1.583331 -5.967544 1.535626  0.08
H 2.576014 -4.850352 2.477733  0.08
H 1.757333 -5.158512 -0.920348  0.10
H -0.809274 0.284979 -2.893352  0.14
H -5.177356 -1.287816 0.749183  0.13
H -5.233404 -1.153886 -1.046480  0.13
H -4.010780 0.185980 1.960484  0.13
H -2.673029 0.769146 1.000248  0.12
H -5.085348 2.545419 1.578444  0.11
H -3.542302 2.902282 0.685435  0.11
H -2.164813 2.339433 2.601266  0.07
H -3.555407 2.013369 3.617138  0.07
H -3.239918 3.680440 2.977879  0.07
H -3.301034 -2.424215 1.607177  0.13
C 2.488633 9.721822 3.167335  -0.11
O 3.223802 9.773121 1.956498  -0.19
C 4.329155 8.882702 1.937888  -0.20
C 4.011299 7.603521 1.188358  -0.21
O 3.000617 6.846178 1.837187  -0.20
C 1.720276 7.037034 1.258191  -0.11
H 1.517865 10.183499 2.990631  0.09
H 2.329949 8.695800 3.506105  0.08
H 3.010227 10.285264 3.948350  0.09
H 4.664059 8.661635 2.956023  0.13
H 5.145607 9.395910 1.420587  0.12
H 4.912269 6.982248 1.167753  0.12
H 3.728873 7.819458 0.153311  0.13
H 1.635769 6.446950 0.339025  0.08
H 1.522052 8.086939 1.034398  0.08
H 0.972449 6.689260 1.970220  0.09
C -2.855002 -7.969371 -0.617049  -0.11
O -2.946160 -6.660213 -1.147779  -0.19
C -1.675434 -6.057875 -1.364937  -0.20
C -1.250882 -6.152689 -2.816360  -0.19
O -1.042213 -7.499817 -3.223683  -0.19
C -2.146803 -8.043255 -3.924758  -0.11
H -3.816427 -8.460727 -0.765803  0.09
H -2.081933 -8.559599 -1.114439  0.08
H -2.643294 -7.926087 0.457070  0.09
H -0.921328 -6.499462 -0.707350  0.13
H -1.770218 -5.006030 -1.100303  0.10
H -0.294413 -5.632997 -2.930073  0.12
H -1.980060 -5.660460 -3.467376  0.13
H -2.146871 -7.687371 -4.960772  0.09
H -3.097494 -7.786374 -3.453314  0.08
H -2.042249 -9.127929 -3.924888  0.09

Force components x, y, z for each atom (eV/Å):
0.297 -0.005 -0.014
-0.276 0.554 -0.178
0.154 -0.145 0.196
-0.178 0.910 0.971
-0.089 0.406 -1.183
0.930 0.275 0.026
0.551 -0.697 0.860
-0.109 0.079 -0.796
0.398 -0.218 0.747
0.611 0.537 0.246
-0.252 0.213 -0.134
-0.561 -0.249 0.112
-1.608 -0.767 0.464
0.062 0.406 -0.637
0.041 -0.044 -0.337
0.292 0.268 0.762
-0.898 0.052 0.110
0.876 0.088 -0.503
-0.306 -0.192 -0.082
0.133 0.432 0.464
1.059 -0.787 0.144
-0.057 0.107 -0.409
0.675 -0.045 -0.255
0.250 0.122 0.203
-0.354 0.737 0.242
0.039 -0.066 -0.116
-0.070 -0.189 0.001
-0.213 0.059 0.100
0.229 -0.062 -0.153
-0.114 -0.152 0.152
0.095 0.011 -0.101
0.089 -0.233 -0.068
-0.158 -0.025 -0.109
0.173 -0.421 -0.086
-0.069 -0.192 0.020
-0.178 -0.019 0.138
0.093 -0.314 -0.074
-0.165 -0.044 -0.074
-0.204 -0.409 -0.297
-0.148 0.158 -0.056
-0.110 -0.133 -0.102
0.056 0.011 0.108
0.051 -0.068 0.047
0.106 -0.137 -0.115
-0.136 0.344 0.162
-0.241 0.144 -0.137
-0.177 -0.209 -0.267
0.110 0.051 -0.069
-0.571 0.191 -0.027
-0.131 0.074 -0.006
-0.139 0.268 -0.018
-0.063 -0.190 0.300
0.226 -0.412 -0.079
0.014 0.101 0.000
-0.062 -0.175 0.090
-0.045 0.214 -0.281
0.173 -0.238 0.284
-0.116 0.226 -0.087
-0.016 -0.149 0.009
0.046 0.049 -0.041
0.028 -0.009 -0.016
-0.032 -0.046 0.060
-0.038 -0.067 0.001
0.025 -0.028 0.015
0.012 0.020 -0.040
-0.028 0.068 0.019
-0.073 0.053 -0.035
0.050 0.014 -0.003
0.056 -0.069 0.011
-0.067 0.063 0.072
0.108 -0.169 -0.088
-0.316 0.129 -0.192
0.335 -0.145 0.112
-0.197 0.017 0.045
0.097 -0.035 -0.054
-0.023 0.063 0.021
0.015 0.022 -0.004
0.043 -0.075 0.000
0.021 0.014 -0.014
0.063 -0.006 0.009
-0.033 0.059 -0.004
-0.049 -0.017 0.039
-0.089 -0.010 -0.010
0.009 0.038 0.014
0.068 0.016 -0.025